Entry 1:
{
  "formula": "C4H11NS",
  "method": "ωB97M-V/def2-TZVPD",
  "species": ["C", "C", "S", "H", "H", "H", "H", "H", "C", "C", "N", "H", "H", "H", "H", "H", "H"],
  "coordinates": [[-2.05056, -1.08081, -2.01765], [-0.81690, -0.97526, -1.13596], [-1.27343, -0.26085, 0.48533], [-2.48339, -0.08884, -2.13458], [-2.82743, -1.67539, -1.53864], [-1.80640, -1.46152, -3.00902], [-0.05853, -0.35501, -1.61899], [-0.38127, -1.95886, -0.97004], [1.99922, 1.26238, 0.58081], [0.59372, 0.11695, 2.18591], [1.08253, 1.23095, 1.69041], [2.82010, 1.94341, 0.80086], [1.48827, 1.59251, -0.32314], [2.45330, 0.28559, 0.45200], [1.00972, -0.83652, 1.92542], [-0.29296, 0.19159, 2.79798], [0.54401, 2.06968, 1.82931]],
  "forces_ev_per_a": [[-0.09, 0.41, 0.18], [0.18, -0.08, 0.32], [0.28, 0.02, 0.50], [-0.02, 0.13, -0.13], [0.11, -0.24, -0.08], [-0.04, -0.18, -0.02], [-0.03, -0.01, -0.03], [0.04, -0.10, -0.07], [0.50, 0.20, 0.18], [-2.26, 0.08, -2.28], [0.82, 0.28, 0.76], [-0.03, 0.18, -0.07], [-0.06, -0.21, -0.08], [-0.20, -0.17, -0.17], [0.45, -0.13, 0.36], [0.45, -0.14, 0.56], [-0.10, -0.02, 0.06]],
  "e_above_lowest_kj_mol": 194.45,
  "homo_lumo_gap_ev": 7.625,
  "energy_ha": -611.86806
}


Entry 2:
{
  "formula": "C5H14NO2",
  "method": "ωB97M-V/def2-TZVPD",
  "species": ["C", "O", "C", "C", "C", "C", "N", "H", "H", "H", "H", "H", "H", "H", "H", "H", "H", "H", "H", "H", "H", "O"],
  "coordinates": [[0.10109, -0.64567, -2.42605], [1.24385, -0.84593, -1.74844], [-1.16842, -0.23891, -1.51292], [-0.70655, -0.17302, -0.06585], [-1.36094, 0.96488, 0.75163], [0.50100, 0.99153, 2.34462], [-0.95010, 1.01466, 2.16671], [0.18790, 0.10415, -3.24511], [-0.13110, -1.61279, -2.94386], [-2.05972, -0.85399, -1.64359], [-1.41231, 0.78622, -1.81392], [-0.71248, -1.13223, 0.46191], [0.35070, 0.09040, -0.07147], [-2.44783, 0.91405, 0.67842], [-0.93894, 1.88239, 0.33297], [1.02407, 1.45375, 1.50921], [0.87053, -0.02492, 2.47866], [0.76271, 1.61384, 3.20585], [-1.40747, 0.29476, 2.70604], [2.48687, -1.67794, -1.13438], [2.64670, -1.26538, 0.35483], [3.12044, -1.63985, -0.38525]],
  "forces_ev_per_a": [[-0.18, -1.57, -0.19], [-0.11, 0.77, -0.13], [1.31, 0.51, -0.09], [0.01, 0.68, 0.68], [0.78, -0.94, 0.14], [-0.38, 0.19, 0.49], [-0.27, 0.48, -0.40], [-0.14, 0.17, 0.08], [-0.64, 0.28, -0.19], [0.06, -0.15, -0.14], [-0.33, 0.03, 0.03], [-0.44, -0.07, -0.03], [0.13, -0.31, -0.40], [-0.08, 0.38, 0.11], [-0.62, 0.21, -0.28], [-0.19, -0.15, -0.23], [0.36, -0.01, -0.03], [0.07, -0.27, 0.21], [0.16, -0.18, -0.04], [-0.65, 0.74, 0.16], [-0.39, 0.14, -0.26], [1.56, -0.93, 0.54]],
  "e_above_lowest_kj_mol": 112.95,
  "homo_lumo_gap_ev": 6.666,
  "charge": -1,
  "energy_ha": -404.11154
}


Entry 3:
{
  "formula": "C5H13N3",
  "method": "ωB97M-V/def2-TZVPD",
  "species": ["C", "C", "C", "N", "N", "H", "H", "H", "H", "H", "H", "H", "H", "C", "C", "N", "H", "H", "H", "H", "H"],
  "coordinates": [[1.28457, -0.45785, -0.62858], [1.29668, 0.63115, -1.64983], [2.07101, -0.28508, 0.63391], [-0.78647, -1.08310, -0.47496], [-1.30493, -1.26311, -1.56163], [1.39320, -1.44741, -1.05568], [-1.99744, -0.51074, -1.77598], [2.21203, 0.56001, -2.25398], [1.26684, 1.62573, -1.20063], [0.45646, 0.52791, -2.34317], [1.93056, 0.69922, 1.08482], [3.14214, -0.38647, 0.40128], [1.83425, -1.05586, 1.36833], [-1.44676, -0.07522, 1.89557], [-1.35348, 0.25011, 0.41447], [-2.30430, 0.88788, -0.23638], [-3.01314, 1.27569, 0.38078], [-0.25638, 0.57632, 0.19767], [-1.29475, 0.82816, 2.48940], [-0.69843, -0.81316, 2.18669], [-2.43164, -0.48418, 2.12789]],
  "forces_ev_per_a": [[0.62, -0.41, -0.24], [-0.11, 0.02, 0.02], [-0.09, 0.04, 0.03], [-1.53, 0.17, 0.27], [1.16, 0.71, -0.03], [-0.01, 0.01, -0.03], [-0.47, -0.37, 0.47], [-0.07, -0.02, 0.06], [-0.02, -0.04, 0.00], [0.04, 0.02, 0.03], [-0.04, -0.04, 0.00], [-0.10, -0.01, 0.00], [-0.02, 0.04, -0.01], [-0.06, -0.22, -0.15], [1.33, 0.15, -0.08], [0.04, -0.08, -0.28], [-0.01, -0.20, -0.03], [-0.69, 0.17, 0.07], [0.00, -0.03, -0.07], [0.03, 0.04, -0.02], [0.02, 0.01, 0.00]],
  "e_above_lowest_kj_mol": 558.25,
  "homo_lumo_gap_ev": [7.947, 6.712],
  "energy_ha": -362.36965
}


Entry 4:
{
  "formula": "C3H5NO2",
  "method": "ωB97M-V/def2-TZVPD",
  "species": ["C", "C", "C", "N", "O", "O", "H", "H", "H", "H", "H"],
  "coordinates": [[-0.21620, 1.54095, 0.23824], [-0.84178, 0.11900, 0.13368], [-0.00034, -1.09131, 0.09800], [-2.32951, 0.06916, -0.09045], [-2.90610, 1.09760, -0.00469], [-2.77612, -1.00286, -0.29619], [-0.78076, 2.32541, -0.23431], [0.76471, 1.45016, 0.51412], [-0.12658, -1.68452, 0.95334], [1.12511, -0.94533, 0.12320], [-0.26224, -1.49816, -0.92055]],
  "forces_ev_per_a": [[-5.50, -7.67, -1.72], [3.18, 7.99, 0.71], [0.97, 0.43, -1.68], [3.90, 0.37, 0.55], [-1.62, 1.96, -0.01], [-1.47, -2.63, -0.62], [0.11, 0.52, 0.71], [2.38, 0.56, 0.38], [-0.90, -1.61, 0.71], [-1.42, 0.68, -0.37], [0.37, -0.61, 1.33]],
  "smiles": "C=C(C)[N+](=O)[O-]",
  "e_above_lowest_kj_mol": 565.05,
  "homo_lumo_gap_ev": 9.060,
  "energy_ha": -322.35912
}